No. 1
Below is a structure of composition C22H26BrClNNiP2, with properties calculated with ωB97M-V/def2-TZVPD.

Results
Total charge: +1
Frontier orbital gap, eV: 8.0
Molar mass, g mol⁻¹: 540.455
Energy relative to the best compared isomer or geometry (same formula, charge and spin), kJ/mol: 0.0

Last column: Löwdin charge in e.
Geometry (Å):
Ni -0.290 0.042 -0.643  0.01
C -0.893 -0.541 2.720  -0.22
P 0.359 -0.166 1.453  0.88
C 1.669 -1.388 1.775  -0.21
C 1.047 1.431 1.985  -0.36
C 1.528 1.668 3.270  -0.07
C 2.015 2.920 3.607  -0.05
C 2.021 3.942 2.664  -0.05
C 1.550 3.710 1.383  -0.07
C 1.062 2.453 1.035  -0.35
P 0.457 2.046 -0.637  0.87
C -0.833 3.286 -0.968  -0.21
C 1.817 2.597 -1.712  -0.22
H -0.468 -0.475 3.721  0.05
H -1.281 -1.549 2.574  0.04
H -1.719 0.165 2.636  0.06
H 1.952 -1.411 2.828  0.05
H 2.540 -1.146 1.167  0.05
H 1.318 -2.378 1.480  0.05
H 1.527 0.877 4.011  0.11
H 2.390 3.104 4.605  0.12
H 2.398 4.920 2.931  0.12
H 1.566 4.515 0.658  0.11
H -0.455 4.300 -0.832  0.05
H -1.672 3.125 -0.293  0.05
H -1.179 3.170 -1.996  0.05
H 2.024 3.655 -1.548  0.05
H 1.547 2.457 -2.758  0.05
H 2.724 2.032 -1.497  0.05
Cl 2.842 -4.878 -1.413  0.69
C 1.925 -3.466 -1.815  -0.67
C 0.585 -3.595 -2.162  -0.09
C -0.153 -2.464 -2.455  -0.05
C 0.420 -1.182 -2.424  -0.33
C -0.392 0.041 -2.586  -0.15
C 1.783 -1.095 -2.095  -0.05
C 2.532 -2.224 -1.792  -0.10
H 0.133 -4.577 -2.203  0.11
H -1.194 -2.569 -2.734  0.12
H -1.392 -0.139 -2.973  0.07
H 0.102 0.832 -3.142  0.05
H 2.273 -0.129 -2.119  0.10
H 3.583 -2.142 -1.552  0.11
Br -3.237 -4.606 1.053  0.81
C -3.281 -2.887 0.296  -0.67
C -4.476 -2.283 -0.059  -0.08
C -4.426 -1.014 -0.609  -0.02
C -3.197 -0.402 -0.786  -0.10
N -2.046 -0.989 -0.445  -0.01
C -2.092 -2.212 0.089  -0.20
H -5.417 -2.794 0.092  0.12
H -5.329 -0.501 -0.905  0.12
H -3.120 0.585 -1.222  0.12
H -1.147 -2.674 0.344  0.10

=====

No. 2
Below is an isolated molecule of C25H27NO4S, with properties calculated with ωB97M-V/def2-TZVPD.

Results
Total charge: 0
Frontier orbital gap, eV: 9.0
Molar mass, g mol⁻¹: 437.561
Energy relative to the best compared isomer or geometry (same formula, charge and spin), kJ/mol: 4.5

Last column: Löwdin charge in e.
Geometry (Å):
C -1.629 4.336 -2.149  -0.06
C -0.209 3.860 -1.859  -0.23
O -0.063 2.452 -1.999  -0.07
C -0.437 1.697 -0.902  -0.32
O 0.569 1.880 0.092  0.01
C 0.597 0.947 1.092  -0.16
C 1.493 1.283 2.242  -0.39
O 1.567 0.567 3.221  0.08
N 2.180 2.438 2.043  0.15
C 3.103 3.075 2.872  -0.22
C 3.677 4.260 2.412  -0.03
C 4.594 4.937 3.191  -0.09
C 4.950 4.444 4.436  -0.10
C 4.380 3.268 4.893  -0.08
C 3.461 2.580 4.122  -0.01
C -0.113 -0.180 1.083  0.05
C -0.964 -0.600 -0.078  -0.20
C -0.806 -2.075 -0.317  -0.25
C 0.394 -2.700 -0.337  -0.34
S 0.308 -4.395 -0.660  1.04
C -1.426 -4.300 -0.780  -0.47
C -2.294 -5.345 -1.058  -0.09
C -3.645 -5.078 -1.122  -0.08
C -4.124 -3.786 -0.905  -0.09
C -3.263 -2.748 -0.626  -0.04
C -1.888 -2.986 -0.564  -0.22
C -0.577 0.227 -1.322  -0.17
C -1.593 0.105 -2.463  -0.13
C -1.326 -1.076 -3.395  -0.16
C -2.495 -1.285 -4.359  -0.27
O -3.704 -1.569 -3.697  -0.07
H -1.932 4.016 -3.142  0.08
H -1.665 5.421 -2.099  0.08
H -2.333 3.933 -1.425  0.07
H 0.484 4.283 -2.590  0.12
H 0.104 4.171 -0.855  0.12
H -1.395 2.050 -0.472  0.18
H 2.002 2.891 1.155  0.14
H 3.400 4.644 1.440  0.11
H 5.033 5.854 2.825  0.10
H 5.667 4.975 5.044  0.10
H 4.654 2.878 5.862  0.10
H 3.018 1.665 4.478  0.10
H -0.041 -0.836 1.935  0.13
H -2.015 -0.402 0.164  0.15
H 1.358 -2.257 -0.173  0.09
H -1.911 -6.341 -1.219  0.11
H -4.340 -5.875 -1.338  0.10
H -5.186 -3.598 -0.957  0.11
H -3.650 -1.754 -0.457  0.11
H 0.408 -0.092 -1.676  0.17
H -2.601 0.012 -2.054  0.12
H -1.559 1.021 -3.056  0.12
H -1.182 -1.990 -2.817  0.10
H -0.417 -0.896 -3.972  0.12
H -2.684 -0.373 -4.929  0.12
H -2.248 -2.092 -5.065  0.12
H -3.572 -2.340 -3.130  0.06

=====

No. 3
Below is a structure of composition C18H10Cl2MnN6O4 at a distorted geometry, with properties calculated with ωB97M-V/def2-TZVPD.

Results
Total charge: +3
Frontier orbital gap (alpha / beta), eV: 6.1 / 6.0
Molar mass, g mol⁻¹: 500.160
Energy relative to the best compared isomer or geometry (same formula, charge and spin), kJ/mol: 41.1

Last column: Löwdin charge in e.
Geometry (Å):
Mn -0.120 -0.204 0.023  0.44
Cl 2.004 6.080 0.128  0.94
C 1.853 4.445 -0.115  -0.61
C 0.701 3.818 0.224  -0.01
C 0.602 2.429 0.018  -0.10
N -0.432 1.643 0.246  0.07
C -1.716 2.083 0.736  -0.33
O -2.009 3.212 0.960  0.21
C -2.620 0.905 0.921  -0.15
C -3.925 1.087 1.315  0.07
C -4.728 -0.034 1.504  0.05
C -4.177 -1.286 1.285  0.03
C -2.857 -1.392 0.877  -0.06
N -2.075 -0.322 0.695  0.03
C 1.774 1.669 -0.552  -0.10
C 2.944 2.356 -0.926  -0.01
C 3.007 3.692 -0.717  -0.61
Cl 4.382 4.526 -1.127  0.94
N 1.536 0.375 -0.630  0.06
C 2.417 -0.595 -1.238  -0.33
O 3.402 -0.331 -1.846  0.21
C 1.899 -1.975 -0.985  -0.15
C 2.635 -3.071 -1.368  0.07
C 2.157 -4.339 -1.052  0.05
C 0.969 -4.441 -0.347  0.03
C 0.283 -3.290 0.009  -0.06
N 0.718 -2.068 -0.312  0.03
H -0.120 4.374 0.642  0.13
H -4.288 2.095 1.470  0.15
H -5.759 0.073 1.813  0.15
H -4.756 -2.189 1.426  0.14
H -2.432 -2.364 0.683  0.11
H 3.773 1.833 -1.369  0.13
H 3.566 -2.919 -1.900  0.15
H 2.712 -5.224 -1.338  0.15
H 0.563 -5.402 -0.065  0.14
H -0.628 -3.367 0.583  0.11
O -1.355 -0.449 -2.485  0.38
N -0.842 -0.329 -1.521  0.08
O 0.589 -0.659 2.694  0.37
N 0.349 -0.444 1.644  0.07

=====

No. 4
Below is a cluster of 3 separate species, C33H29FNO5S in total at a distorted geometry, with properties calculated with ωB97M-V/def2-TZVPD.

Results
Total charge: +1
Frontier orbital gap, eV: 8.6
Molar mass, g mol⁻¹: 570.662

Last column: Löwdin charge in e.
Geometry (Å):
C -0.834 0.278 0.265  -0.05
C -0.236 -0.769 1.296  -0.49
F -1.122 -1.862 1.340  -0.05
S -0.138 -0.117 3.047  1.17
C 1.601 -0.240 3.643  -0.30
C 2.109 -1.770 3.689  -0.38
O 1.023 -2.664 3.489  -0.06
C 3.353 -2.018 2.755  -0.21
N 2.995 -2.203 1.327  0.01
H -0.201 0.262 -0.659  0.10
H -1.875 -0.070 0.013  0.10
H -0.933 1.307 0.708  0.07
H 0.791 -1.061 0.946  0.11
H -0.411 1.248 2.942  0.05
H 2.328 0.411 3.067  0.11
H 1.604 0.160 4.704  0.11
H 2.464 -1.928 4.754  0.16
H 0.978 -2.974 2.566  0.09
H 4.007 -1.090 2.838  0.13
H 3.989 -2.852 3.177  0.14
H 3.405 -3.087 1.004  0.08
H 3.410 -1.482 0.736  0.08
C 2.487 -9.073 -3.171  -0.05
C 3.133 -8.598 -2.033  -0.05
C 2.718 -7.412 -1.441  0.00
C 1.661 -6.691 -1.993  -0.09
C 1.029 -7.156 -3.148  -0.08
C 1.437 -8.355 -3.728  0.01
C -0.064 -6.375 -3.774  -0.28
O -0.618 -6.780 -4.778  0.12
C -0.465 -5.086 -3.161  -0.08
C -1.451 -4.311 -3.769  0.01
C -1.842 -3.109 -3.194  -0.05
C -1.256 -2.681 -2.005  -0.06
C -0.270 -3.447 -1.400  0.00
C 0.135 -4.646 -1.981  -0.08
C 1.214 -5.437 -1.344  -0.27
O 1.729 -5.057 -0.304  0.08
H 2.806 -10.004 -3.627  0.11
H 3.960 -9.154 -1.606  0.11
H 3.221 -7.049 -0.552  0.12
H 0.941 -8.726 -4.617  0.12
H -1.912 -4.641 -4.692  0.13
H -2.606 -2.505 -3.671  0.11
H -1.568 -1.746 -1.553  0.08
H 0.187 -3.109 -0.477  0.09
C -0.716 7.559 4.116  -0.05
C -1.375 8.742 3.791  -0.05
C -1.973 8.886 2.546  0.01
C -1.903 7.852 1.616  -0.08
C -1.222 6.676 1.932  -0.09
C -0.638 6.528 3.189  -0.01
C -1.098 5.587 0.935  -0.28
O -0.505 4.555 1.212  0.06
C -1.697 5.774 -0.407  -0.09
C -1.540 4.783 -1.376  -0.01
C -2.110 4.944 -2.633  -0.06
C -2.846 6.089 -2.924  -0.05
C -3.001 7.080 -1.964  0.01
C -2.419 6.930 -0.707  -0.08
C -2.560 8.010 0.297  -0.28
O -3.199 9.012 0.041  0.12
H -0.257 7.444 5.091  0.11
H -1.424 9.551 4.511  0.11
H -2.490 9.807 2.300  0.13
H -0.119 5.612 3.445  0.11
H -0.971 3.889 -1.154  0.11
H -1.982 4.175 -3.386  0.11
H -3.296 6.210 -3.903  0.11
H -3.571 7.972 -2.198  0.13

=====

Copy entry 3 word for word.
Below is a structure of composition C18H10Cl2MnN6O4 at a distorted geometry, with properties calculated with ωB97M-V/def2-TZVPD.

Results
Total charge: +3
Frontier orbital gap (alpha / beta), eV: 6.1 / 6.0
Molar mass, g mol⁻¹: 500.160
Energy relative to the best compared isomer or geometry (same formula, charge and spin), kJ/mol: 41.1

Last column: Löwdin charge in e.
Geometry (Å):
Mn -0.120 -0.204 0.023  0.44
Cl 2.004 6.080 0.128  0.94
C 1.853 4.445 -0.115  -0.61
C 0.701 3.818 0.224  -0.01
C 0.602 2.429 0.018  -0.10
N -0.432 1.643 0.246  0.07
C -1.716 2.083 0.736  -0.33
O -2.009 3.212 0.960  0.21
C -2.620 0.905 0.921  -0.15
C -3.925 1.087 1.315  0.07
C -4.728 -0.034 1.504  0.05
C -4.177 -1.286 1.285  0.03
C -2.857 -1.392 0.877  -0.06
N -2.075 -0.322 0.695  0.03
C 1.774 1.669 -0.552  -0.10
C 2.944 2.356 -0.926  -0.01
C 3.007 3.692 -0.717  -0.61
Cl 4.382 4.526 -1.127  0.94
N 1.536 0.375 -0.630  0.06
C 2.417 -0.595 -1.238  -0.33
O 3.402 -0.331 -1.846  0.21
C 1.899 -1.975 -0.985  -0.15
C 2.635 -3.071 -1.368  0.07
C 2.157 -4.339 -1.052  0.05
C 0.969 -4.441 -0.347  0.03
C 0.283 -3.290 0.009  -0.06
N 0.718 -2.068 -0.312  0.03
H -0.120 4.374 0.642  0.13
H -4.288 2.095 1.470  0.15
H -5.759 0.073 1.813  0.15
H -4.756 -2.189 1.426  0.14
H -2.432 -2.364 0.683  0.11
H 3.773 1.833 -1.369  0.13
H 3.566 -2.919 -1.900  0.15
H 2.712 -5.224 -1.338  0.15
H 0.563 -5.402 -0.065  0.14
H -0.628 -3.367 0.583  0.11
O -1.355 -0.449 -2.485  0.38
N -0.842 -0.329 -1.521  0.08
O 0.589 -0.659 2.694  0.37
N 0.349 -0.444 1.644  0.07

=====

Q: Among the records above, which one has the lowest molar mass?
A: C25H27NO4S

=====

Q: What is the total charge in the third record?
A: +3

=====

Copy entry 2 word for word.
Below is an isolated molecule of C25H27NO4S, with properties calculated with ωB97M-V/def2-TZVPD.

Results
Total charge: 0
Frontier orbital gap, eV: 9.0
Molar mass, g mol⁻¹: 437.561
Energy relative to the best compared isomer or geometry (same formula, charge and spin), kJ/mol: 4.5

Last column: Löwdin charge in e.
Geometry (Å):
C -1.629 4.336 -2.149  -0.06
C -0.209 3.860 -1.859  -0.23
O -0.063 2.452 -1.999  -0.07
C -0.437 1.697 -0.902  -0.32
O 0.569 1.880 0.092  0.01
C 0.597 0.947 1.092  -0.16
C 1.493 1.283 2.242  -0.39
O 1.567 0.567 3.221  0.08
N 2.180 2.438 2.043  0.15
C 3.103 3.075 2.872  -0.22
C 3.677 4.260 2.412  -0.03
C 4.594 4.937 3.191  -0.09
C 4.950 4.444 4.436  -0.10
C 4.380 3.268 4.893  -0.08
C 3.461 2.580 4.122  -0.01
C -0.113 -0.180 1.083  0.05
C -0.964 -0.600 -0.078  -0.20
C -0.806 -2.075 -0.317  -0.25
C 0.394 -2.700 -0.337  -0.34
S 0.308 -4.395 -0.660  1.04
C -1.426 -4.300 -0.780  -0.47
C -2.294 -5.345 -1.058  -0.09
C -3.645 -5.078 -1.122  -0.08
C -4.124 -3.786 -0.905  -0.09
C -3.263 -2.748 -0.626  -0.04
C -1.888 -2.986 -0.564  -0.22
C -0.577 0.227 -1.322  -0.17
C -1.593 0.105 -2.463  -0.13
C -1.326 -1.076 -3.395  -0.16
C -2.495 -1.285 -4.359  -0.27
O -3.704 -1.569 -3.697  -0.07
H -1.932 4.016 -3.142  0.08
H -1.665 5.421 -2.099  0.08
H -2.333 3.933 -1.425  0.07
H 0.484 4.283 -2.590  0.12
H 0.104 4.171 -0.855  0.12
H -1.395 2.050 -0.472  0.18
H 2.002 2.891 1.155  0.14
H 3.400 4.644 1.440  0.11
H 5.033 5.854 2.825  0.10
H 5.667 4.975 5.044  0.10
H 4.654 2.878 5.862  0.10
H 3.018 1.665 4.478  0.10
H -0.041 -0.836 1.935  0.13
H -2.015 -0.402 0.164  0.15
H 1.358 -2.257 -0.173  0.09
H -1.911 -6.341 -1.219  0.11
H -4.340 -5.875 -1.338  0.10
H -5.186 -3.598 -0.957  0.11
H -3.650 -1.754 -0.457  0.11
H 0.408 -0.092 -1.676  0.17
H -2.601 0.012 -2.054  0.12
H -1.559 1.021 -3.056  0.12
H -1.182 -1.990 -2.817  0.10
H -0.417 -0.896 -3.972  0.12
H -2.684 -0.373 -4.929  0.12
H -2.248 -2.092 -5.065  0.12
H -3.572 -2.340 -3.130  0.06